This record from the Open Molecules 2025 dataset describes one molecule with the formula C4H4N2O3 in a non-equilibrium geometry. The level of theory is the ωB97M-V functional and the def2-TZVPD basis.

For the HOMO energy, the calculation gives -9.5 eV. Its LUMO energy is 0.7 eV. For the largest force on an atom, the calculation gives 1.50 eV Å⁻¹. Its SMILES is O/N=C1/ON=C[C@@H]2O[C@@H]12. As for the net charge: 0. Its energy above the lowest of the compared OMol25 structures with the same formula, charge and spin is 749.2 kJ/mol. For the total energy, the calculation gives -13328.097 eV. As for the molar mass: 128.1 g/mol.

Geometry (Å):
C: -0.6661 -0.4311 0.1048
C: 2.1320 -0.0773 -0.1217
C: 1.0745 0.8675 -0.5149
C: 0.0881 0.7600 0.5917
H: -3.5694 -0.0549 -0.3521
H: 3.2181 0.0407 -0.0616
H: 0.7040 0.6366 -1.5123
H: 0.5500 0.5835 1.5513
N: -1.8414 -0.7728 -0.1855
N: 1.6820 -1.2786 0.0944
O: -2.7061 0.2975 -0.0157
O: 0.3032 -1.4920 0.0516
O: 0.4581 1.9994 0.0457